Record 1
{"formula": "C4H14NS2", "method": "ωB97M-V/def2-TZVPD", "homo_ev": -12.61, "total_charge": 1, "energy_ha": -1011.6926, "homo_lumo_gap_ev": 9.619, "e_above_lowest_ev": 0.155, "species": ["C", "S", "S", "C", "H", "H", "H", "H", "H", "H", "C", "N", "C", "H", "H", "H", "H", "H", "H", "H", "H"], "positions_angstrom": [[-2.710, -0.360, -0.592], [-0.981, -0.837, -0.873], [-0.437, -1.699, 0.942], [-0.908, -3.427, 0.632], [-3.369, -1.203, -0.773], [-2.827, -0.011, 0.429], [-2.991, 0.442, -1.274], [-0.488, -3.781, -0.306], [-0.488, -4.020, 1.444], [-1.989, -3.518, 0.617], [2.210, 1.844, -1.111], [1.029, 1.626, -0.230], [1.365, 1.551, 1.232], [1.868, 1.822, -2.143], [2.674, 2.795, -0.867], [2.923, 1.039, -0.954], [0.510, 0.768, -0.495], [0.365, 2.390, -0.361], [2.060, 0.732, 1.376], [0.431, 1.338, 1.750], [1.754, 2.509, 1.557]], "lowdin_charge": [-0.426, 0.476, 0.454, -0.445, 0.037, 0.031, 0.038, 0.036, 0.039, 0.036, 0.002, -0.078, -0.006, 0.107, 0.106, 0.108, 0.009, 0.174, 0.102, 0.095, 0.106]}

Record 2
{"formula": "C17H15NO2S", "method": "ωB97M-V/def2-TZVPD", "homo_ev": -8.77, "total_charge": 0, "smiles": "O=C(CCc1nc2ccccc2s1)OCc1ccccc1", "energy_ha": -1260.2721, "homo_lumo_gap_ev": 9.439, "e_above_lowest_ev": 0.000, "species": ["O", "C", "C", "C", "C", "N", "C", "C", "C", "C", "C", "C", "S", "O", "C", "C", "C", "C", "C", "C", "C", "H", "H", "H", "H", "H", "H", "H", "H", "H", "H", "H", "H", "H", "H", "H"], "positions_angstrom": [[0.721, 0.483, 0.886], [0.756, 0.692, -0.296], [0.119, 1.883, -0.988], [-1.098, 2.375, -0.214], [-2.191, 1.369, -0.146], [-3.206, 1.473, 0.618], [-4.073, 0.428, 0.492], [-5.263, 0.260, 1.194], [-6.028, -0.860, 0.947], [-5.629, -1.814, 0.013], [-4.452, -1.669, -0.695], [-3.679, -0.547, -0.451], [-2.166, -0.083, -1.167], [1.368, -0.092, -1.185], [2.063, -1.236, -0.668], [3.425, -0.847, -0.158], [4.412, -0.460, -1.057], [5.655, -0.062, -0.600], [5.922, -0.048, 0.759], [4.941, -0.428, 1.659], [3.695, -0.823, 1.203], [-0.139, 1.600, -2.010], [0.872, 2.673, -1.034], [-0.809, 2.618, 0.811], [-1.491, 3.286, -0.674], [-5.560, 1.005, 1.914], [-6.953, -1.003, 1.485], [-6.248, -2.681, -0.160], [-4.139, -2.405, -1.419], [1.464, -1.682, 0.131], [2.136, -1.922, -1.515], [4.197, -0.467, -2.116], [6.416, 0.238, -1.304], [6.893, 0.262, 1.116], [5.144, -0.413, 2.719], [2.924, -1.104, 1.905]], "lowdin_charge": [0.125, -0.540, -0.118, -0.166, -0.533, 0.109, -0.311, -0.017, -0.090, -0.094, -0.098, -0.462, 1.113, 0.001, -0.109, -0.205, -0.037, -0.084, -0.091, -0.078, -0.034, 0.109, 0.135, 0.129, 0.127, 0.112, 0.100, 0.101, 0.105, 0.130, 0.135, 0.116, 0.101, 0.101, 0.103, 0.115]}

Record 3
{"formula": "C40H46IMnN6O8S3", "method": "ωB97M-V/def2-TZVPD", "homo_ev": [-9.58, -10.01], "total_charge": 1, "energy_ha": -5125.2244, "homo_lumo_gap_ev": [7.048, 7.470], "e_above_lowest_ev": 0.784, "spin_multiplicity": 6, "species": ["Mn", "O", "S", "C", "C", "C", "C", "S", "O", "C", "C", "C", "C", "C", "C", "C", "C", "C", "C", "C", "C", "H", "H", "H", "H", "H", "H", "H", "H", "H", "H", "H", "H", "H", "H", "H", "H", "H", "H", "I", "C", "C", "C", "C", "C", "C", "C", "C", "C", "C", "H", "H", "H", "H", "H", "H", "O", "C", "O", "C", "C", "C", "C", "C", "C", "N", "O", "O", "N", "O", "O", "H", "H", "H", "C", "N", "C", "S", "N", "C", "H", "H", "H", "H", "H", "H", "H", "H", "N", "C", "C", "N", "C", "C", "H", "H", "H", "H", "H", "H", "H", "H", "H", "H", "H"], "positions_angstrom": [[1.041, -1.251, 0.750], [2.350, -1.175, 2.497], [3.302, -0.915, 3.625], [3.961, 0.799, 3.402], [3.338, 1.588, 2.246], [2.359, 2.686, 2.665], [1.122, 2.208, 3.413], [-0.217, 1.534, 2.389], [0.444, 0.799, 1.243], [-0.777, 3.071, 1.681], [-0.227, 3.539, 0.499], [-0.682, 4.745, -0.017], [-1.675, 5.458, 0.643], [-2.228, 4.966, 1.818], [-1.784, 3.762, 2.341], [2.323, -0.701, 5.106], [2.989, -0.531, 6.313], [2.249, -0.411, 7.479], [0.862, -0.484, 7.435], [0.210, -0.674, 6.226], [0.944, -0.785, 5.053], [5.022, 0.632, 3.223], [3.861, 1.301, 4.366], [2.863, 0.910, 1.539], [4.156, 2.062, 1.701], [2.063, 3.249, 1.777], [2.874, 3.400, 3.315], [0.640, 3.015, 3.971], [1.357, 1.423, 4.130], [0.526, 2.960, -0.020], [-0.249, 5.132, -0.931], [-2.021, 6.401, 0.239], [-3.012, 5.515, 2.322], [-2.230, 3.352, 3.239], [4.072, -0.503, 6.348], [2.757, -0.276, 8.424], [0.291, -0.401, 8.350], [-0.870, -0.739, 6.189], [0.452, -0.919, 4.099], [-0.726, -2.919, 2.551], [-1.857, -3.461, 0.878], [-2.981, -4.197, 1.114], [-3.742, -4.681, 0.028], [-3.332, -4.431, -1.246], [-2.169, -3.660, -1.502], [-1.755, -3.426, -2.835], [-0.631, -2.692, -3.076], [0.090, -2.132, -1.998], [-0.252, -2.290, -0.669], [-1.399, -3.117, -0.430], [-3.281, -4.433, 2.126], [-4.626, -5.275, 0.220], [-3.884, -4.829, -2.090], [-2.324, -3.868, -3.646], [-0.283, -2.548, -4.094], [0.962, -1.537, -2.257], [2.982, -2.182, -0.204], [3.037, -1.150, -0.889], [2.317, -0.123, -0.653], [3.918, -1.106, -2.107], [3.783, -0.056, -3.001], [4.522, -0.066, -4.167], [5.426, -1.066, -4.466], [5.546, -2.087, -3.542], [4.803, -2.141, -2.378], [6.501, -3.181, -3.832], [6.609, -4.056, -3.001], [7.112, -3.120, -4.877], [4.313, 1.021, -5.143], [5.063, 1.084, -6.087], [3.380, 1.781, -4.941], [3.104, 0.753, -2.781], [6.006, -1.059, -5.376], [4.898, -2.973, -1.695], [-6.823, -0.820, 0.328], [-5.749, 0.167, 0.459], [-4.431, -0.158, 0.400], [-3.318, 0.583, 1.421], [-4.057, -1.066, -0.516], [-4.791, -1.421, -1.718], [-7.603, -0.570, 1.043], [-6.456, -1.819, 0.562], [-7.265, -0.825, -0.667], [-5.911, 0.886, 1.145], [-3.108, -1.403, -0.425], [-5.362, -0.561, -2.073], [-5.471, -2.259, -1.572], [-4.067, -1.714, -2.478], [-2.231, 1.757, -3.576], [-0.874, 2.077, -4.155], [0.160, 1.180, -3.502], [0.114, 1.383, -2.070], [-1.169, 0.979, -1.528], [-2.248, 1.884, -2.068], [-2.459, 0.787, -3.811], [-2.945, 2.348, -3.999], [-0.682, 3.124, -3.927], [-0.932, 1.933, -5.232], [1.138, 1.448, -3.903], [-0.044, 0.134, -3.793], [0.885, 0.921, -1.590], [-1.172, 1.040, -0.443], [-1.423, -0.063, -1.783], [-2.055, 2.931, -1.837], [-3.238, 1.597, -1.716]], "lowdin_charge": [0.722, -0.602, 1.059, -0.274, -0.213, -0.199, -0.285, 0.960, -0.588, -0.408, -0.090, -0.073, -0.069, -0.062, -0.094, -0.403, -0.082, -0.061, -0.062, -0.053, -0.131, 0.086, 0.092, 0.068, 0.123, 0.104, 0.124, 0.105, 0.060, 0.103, 0.110, 0.109, 0.112, 0.115, 0.118, 0.113, 0.111, 0.116, 0.006, 1.133, -0.620, -0.160, -0.076, -0.055, -0.200, -0.059, -0.091, -0.154, -0.152, -0.273, 0.090, 0.109, 0.117, 0.112, 0.101, 0.075, 0.013, -0.621, -0.112, -0.083, 0.072, -0.106, 0.094, -0.098, 0.096, -0.349, 0.100, 0.096, -0.343, 0.111, 0.058, 0.117, 0.136, 0.139, -0.075, -0.050, -0.881, 0.645, -0.015, -0.078, 0.090, 0.090, 0.075, 0.099, 0.086, 0.086, 0.079, 0.075, 0.064, -0.088, -0.194, -0.011, -0.225, -0.089, 0.175, 0.178, 0.137, 0.136, 0.108, 0.116, 0.075, 0.060, 0.106, 0.125, 0.119]}

Record 4
{"formula": "C16H29N2OPPdSSi", "method": "ωB97M-V/def2-TZVPD", "homo_ev": [-3.66, -7.70], "total_charge": 0, "energy_ha": -1968.4496, "homo_lumo_gap_ev": [4.126, 6.858], "spin_multiplicity": 5, "species": ["Pd", "Si", "P", "N", "H", "C", "H", "H", "H", "C", "H", "H", "H", "C", "H", "H", "H", "C", "H", "H", "H", "H", "H", "C", "C", "C", "C", "C", "C", "H", "H", "H", "H", "H", "C", "O", "C", "H", "H", "H", "C", "H", "H", "H", "S", "C", "C", "N", "C", "H", "H", "H"], "positions_angstrom": [[-0.989, -1.983, 0.132], [0.001, -2.919, -1.574], [1.583, 2.196, -1.448], [-1.830, -0.177, 0.101], [2.158, 1.891, -0.165], [1.857, 3.929, -1.820], [2.326, 4.034, -2.806], [2.522, 4.350, -1.055], [0.901, 4.469, -1.802], [2.421, 1.146, -2.651], [2.559, 1.714, -3.582], [1.832, 0.240, -2.849], [3.405, 0.861, -2.256], [-0.171, 1.824, -1.446], [-0.739, 2.750, -1.607], [-0.485, 1.361, -0.494], [-0.411, 1.105, -2.240], [1.845, -3.049, -1.173], [2.093, -2.424, -0.307], [2.439, -2.729, -2.037], [2.073, -4.099, -0.952], [-0.551, -4.295, -1.781], [-0.153, -2.102, -2.821], [-3.137, -0.127, -0.054], [-5.186, 1.216, 0.040], [-3.817, 1.130, 0.184], [-3.925, -1.256, -0.456], [-5.299, -1.138, -0.602], [-5.934, 0.089, -0.358], [-5.686, 2.168, 0.234], [-3.194, 1.972, 0.496], [-3.378, -2.196, -0.631], [-5.877, -2.011, -0.915], [-7.016, 0.174, -0.478], [2.177, 0.342, 1.016], [1.228, -0.348, 0.584], [1.987, 1.268, 2.182], [2.696, 2.107, 2.154], [2.148, 0.715, 3.117], [0.962, 1.652, 2.183], [3.594, 0.031, 0.617], [4.206, 0.943, 0.571], [3.620, -0.486, -0.348], [4.039, -0.629, 1.376], [-0.095, -0.639, 4.402], [0.839, -2.079, 4.054], [0.548, -2.558, 2.795], [-0.405, -1.787, 2.147], [-0.810, -0.727, 2.843], [1.547, -2.518, 4.745], [0.974, -3.419, 2.282], [-1.495, 0.017, 2.454]], "lowdin_charge": [0.578, 0.366, 0.894, -0.039, 0.020, -0.231, 0.048, 0.050, 0.049, -0.202, 0.051, 0.053, 0.047, -0.227, 0.048, 0.007, 0.058, -0.333, -0.021, 0.007, 0.009, -0.114, -0.105, -0.433, -0.104, -0.038, -0.049, -0.095, -0.093, 0.100, 0.102, 0.077, 0.103, 0.098, -0.694, -0.171, -0.101, 0.068, 0.046, 0.068, -0.092, 0.067, 0.055, 0.071, 0.991, -0.368, -0.209, -0.180, -0.469, 0.062, 0.112, 0.064]}